# 1
The following is a DFT calculation (ωB97M-V/def2-TZVPD) of a cluster of 2 separate species, C2H4N2OS in total in a non-equilibrium geometry.

CARTESIAN COORDINATES (ANGSTROEM)
C -0.25919 -1.30424 1.95290
C -0.04488 -0.12845 -0.54953
N 0.82848 -0.83109 2.12836
N 0.82008 -0.51938 -1.56292
O -1.20955 -2.01483 1.84064
S -0.06949 1.62695 -0.60789
H -1.03161 1.88858 0.21574
H 1.34077 -0.08975 2.49178
H 0.98555 -1.53113 -1.82617
H 1.44884 0.07183 -2.12398

Values from the calculation:
ΔE to the lowest compared entry with this formula, charge and spin ... 70.5 kcal/mol
Gap between HOMO and LUMO ... 9.68 eV
Electronic energy ... -17999.6005 eV
2S+1 ... 1
Total charge ... 0

Atomic partial charges in e from the Löwdin method, atoms 1 to 4: number 1, C, carries -0.45; number 2, C, carries -0.51; number 3, N, carries 0.20; number 4, N, carries -0.11



# 2
The following is a DFT calculation (ωB97M-V/def2-TZVPD) of the molecule C8H7N2O2PS in a non-equilibrium geometry.

CARTESIAN COORDINATES (ANGSTROEM)
O -3.53706 -0.13589 -2.16333
P -2.81642 -0.94824 -0.90380
O -3.78492 -0.87053 0.46205
S -2.70522 -2.83811 -1.38282
C -1.05996 -0.41099 -0.58676
C -0.06438 -0.48828 -1.72542
C 1.31004 -0.11806 -1.49495
C 1.83191 0.35065 -0.16176
N 3.18237 0.65802 -0.06169
C 3.49401 1.02384 1.20884
C 2.52127 1.12823 2.33408
N 1.19661 0.84988 2.23579
C 0.86690 0.45184 0.94660
C -0.56571 0.06500 0.69615
H -4.41337 0.20858 -1.89263
H -3.24823 -0.73181 1.26638
H -0.40685 -0.85113 -2.72083
H 2.03113 -0.21526 -2.34615
H 4.56741 1.27175 1.42558
H 2.91034 1.46959 3.33057
H -1.30988 0.13093 1.53409

Values from the calculation:
ΔE to the lowest compared entry with this formula, charge and spin ... 0.0 kcal/mol
Gap between HOMO and LUMO ... 7.46 eV
Electronic energy ... -35608.7004 eV
2S+1 ... 1
Total charge ... 0

Atomic partial charges in e from the Löwdin method, atoms 1 to 4: number 1, O, carries -0.23; number 2, P, carries 0.29; number 3, O, carries -0.24; number 4, S, carries 0.25



# 3
The following is a DFT calculation (ωB97M-V/def2-TZVPD) of a structure of composition C19H27N8O5SV.

CARTESIAN COORDINATES (ANGSTROEM)
V -0.63342 0.25245 -0.91656
O -0.72822 -1.49043 0.52764
C -2.09011 -1.91837 0.67066
C -2.91340 -0.65418 0.76034
N -2.72504 0.20721 -0.41520
C -3.35370 -0.32933 -1.62917
C -2.50193 -1.46808 -2.24374
O -3.08500 -2.44380 -2.70085
O -1.23344 -1.27588 -2.17891
C -3.00533 1.60226 -0.06069
C -1.85701 2.17334 0.80388
O -2.10793 3.00979 1.65512
O -0.68078 1.71756 0.50545
H -0.22590 -2.15171 0.03674
H -2.20230 -2.49304 1.59499
H -2.38327 -2.55101 -0.16692
H -2.55797 -0.09725 1.63050
H -3.97730 -0.87914 0.91915
H -3.38248 0.46827 -2.37394
H -4.37120 -0.68614 -1.43415
H -3.95915 1.70608 0.46878
H -3.03282 2.19150 -0.97861
N 2.05136 1.57413 1.56617
C 2.58541 0.61355 2.37604
S 1.73222 -0.73961 2.78908
N 3.87260 0.91995 2.75088
C 4.73968 0.25250 3.63299
C 6.10776 0.35107 3.38348
C 7.02586 -0.22781 4.24345
C 6.58969 -0.92292 5.36163
C 5.22774 -1.01742 5.60913
C 4.29921 -0.43302 4.76141
H 1.04044 1.51584 1.42362
H 2.37548 2.51982 1.70993
H 4.32533 1.60639 2.16848
H 6.44947 0.88136 2.50138
H 8.08391 -0.14227 4.03058
H 7.30207 -1.38386 6.03325
H 4.87424 -1.55188 6.48196
H 3.24270 -0.51046 4.96022
N -0.52215 2.42323 -3.39216
C -0.62984 1.69459 -2.49050
C 2.86292 2.11490 -4.88355
C 3.97569 1.08963 -4.68100
C 3.58693 -0.26933 -5.25247
C 4.40464 0.98038 -3.21479
N 3.35602 0.45651 -2.35549
C 2.23707 1.03651 -1.92282
N 1.49856 0.12035 -1.34890
N 2.18519 -1.03975 -1.43866
N 3.29352 -0.85444 -2.04974
H 2.70679 2.29312 -5.94826
H 3.10957 3.07432 -4.42164
H 1.90425 1.78673 -4.47480
H 4.87246 1.44446 -5.20291
H 2.73309 -0.69029 -4.71909
H 4.40801 -0.98582 -5.18788
H 3.29902 -0.16856 -6.29957
H 4.69513 1.95847 -2.82804
H 5.24662 0.29844 -3.10105
H 1.95162 2.06518 -2.06018

Values from the calculation:
Gap between HOMO and LUMO (alpha / beta) ... 5.41 / 4.80 eV
Electronic energy ... -78826.0823 eV
⟨S²⟩ ... 0.761
2S+1 ... 2
Total charge ... -1

Atomic partial charges in e from the Löwdin method, atoms 1 to 4: number 1, V, carries 0.66; number 2, O, carries -0.15; number 3, C, carries -0.18; number 4, C, carries -0.14



# 4
The following is a DFT calculation (ωB97M-V/def2-TZVPD) of the molecule C4H5NO2 in a non-equilibrium geometry.

CARTESIAN COORDINATES (ANGSTROEM)
O 1.56921 1.24027 -0.21045
C 1.22879 0.13622 -0.54477
C 0.44266 -0.89444 1.20758
O 1.32671 -1.66895 1.21354
N -0.55267 -0.22149 1.43692
C -0.51313 -0.11280 -0.83325
C -1.09513 0.60959 0.37150
H 1.99635 -0.60584 -0.84831
H -1.02903 -1.10524 -0.89300
H -0.48445 0.33542 -1.81182
H -0.70175 1.62902 0.42414
H -2.18755 0.65822 0.48793

Values from the calculation:
ΔE to the lowest compared entry with this formula, charge and spin ... 56.9 kcal/mol
Gap between HOMO and LUMO ... 10.21 eV
Electronic energy ... -9811.8482 eV
2S+1 ... 1
Total charge ... 0

Atomic partial charges in e from the Löwdin method, atoms 1 to 4: number 1, O, carries 0.06; number 2, C, carries -0.22; number 3, C, carries -0.41; number 4, O, carries 0.17



Repeat the third record exactly.
The following is a DFT calculation (ωB97M-V/def2-TZVPD) of a structure of composition C19H27N8O5SV.

CARTESIAN COORDINATES (ANGSTROEM)
V -0.63342 0.25245 -0.91656
O -0.72822 -1.49043 0.52764
C -2.09011 -1.91837 0.67066
C -2.91340 -0.65418 0.76034
N -2.72504 0.20721 -0.41520
C -3.35370 -0.32933 -1.62917
C -2.50193 -1.46808 -2.24374
O -3.08500 -2.44380 -2.70085
O -1.23344 -1.27588 -2.17891
C -3.00533 1.60226 -0.06069
C -1.85701 2.17334 0.80388
O -2.10793 3.00979 1.65512
O -0.68078 1.71756 0.50545
H -0.22590 -2.15171 0.03674
H -2.20230 -2.49304 1.59499
H -2.38327 -2.55101 -0.16692
H -2.55797 -0.09725 1.63050
H -3.97730 -0.87914 0.91915
H -3.38248 0.46827 -2.37394
H -4.37120 -0.68614 -1.43415
H -3.95915 1.70608 0.46878
H -3.03282 2.19150 -0.97861
N 2.05136 1.57413 1.56617
C 2.58541 0.61355 2.37604
S 1.73222 -0.73961 2.78908
N 3.87260 0.91995 2.75088
C 4.73968 0.25250 3.63299
C 6.10776 0.35107 3.38348
C 7.02586 -0.22781 4.24345
C 6.58969 -0.92292 5.36163
C 5.22774 -1.01742 5.60913
C 4.29921 -0.43302 4.76141
H 1.04044 1.51584 1.42362
H 2.37548 2.51982 1.70993
H 4.32533 1.60639 2.16848
H 6.44947 0.88136 2.50138
H 8.08391 -0.14227 4.03058
H 7.30207 -1.38386 6.03325
H 4.87424 -1.55188 6.48196
H 3.24270 -0.51046 4.96022
N -0.52215 2.42323 -3.39216
C -0.62984 1.69459 -2.49050
C 2.86292 2.11490 -4.88355
C 3.97569 1.08963 -4.68100
C 3.58693 -0.26933 -5.25247
C 4.40464 0.98038 -3.21479
N 3.35602 0.45651 -2.35549
C 2.23707 1.03651 -1.92282
N 1.49856 0.12035 -1.34890
N 2.18519 -1.03975 -1.43866
N 3.29352 -0.85444 -2.04974
H 2.70679 2.29312 -5.94826
H 3.10957 3.07432 -4.42164
H 1.90425 1.78673 -4.47480
H 4.87246 1.44446 -5.20291
H 2.73309 -0.69029 -4.71909
H 4.40801 -0.98582 -5.18788
H 3.29902 -0.16856 -6.29957
H 4.69513 1.95847 -2.82804
H 5.24662 0.29844 -3.10105
H 1.95162 2.06518 -2.06018

Values from the calculation:
Gap between HOMO and LUMO (alpha / beta) ... 5.41 / 4.80 eV
Electronic energy ... -78826.0823 eV
⟨S²⟩ ... 0.761
2S+1 ... 2
Total charge ... -1

Atomic partial charges in e from the Löwdin method, atoms 1 to 4: number 1, V, carries 0.66; number 2, O, carries -0.15; number 3, C, carries -0.18; number 4, C, carries -0.14



> Which value of electronic energy does entry 1 give?

-17999.6005 eV